(1)
Computed, not measured: C24H21NP2ReSbSe4Te as an isolated structure, with wB97M-V/def2-TZVPD.

Properties
energy relative to the best compared isomer or geometry (same formula, charge and spin)	217.5	kJ/mol
LUMO level	-7.73	eV
Kohn-Sham gap	0.2317	Eh

```
! RIJCOSX wB97M-V def2-TZVPD def2/J DEFGRID3
* xyz 2 1
C -0.112 -2.117 -4.173
Sb 1.849 3.166 -4.937
C -0.783 1.667 5.358
H -2.759 -2.983 -2.237
H 3.947 0.561 -1.063
P 0.999 -0.088 -0.883
C -4.287 0.417 0.479
Te 0.957 3.045 0.780
Se 3.232 2.886 -2.311
Re 1.206 2.165 -1.676
C -2.549 2.586 0.293
C -1.314 -2.712 -3.797
H -0.959 2.504 6.020
H -0.175 -1.352 3.018
H -1.848 -3.337 -4.501
C 0.054 -1.123 -1.995
Se 2.432 1.200 -5.966
H -0.715 0.223 6.941
H 0.788 -0.770 1.307
P -0.437 1.124 1.394
H 3.378 -4.085 0.523
H 0.288 -2.284 -5.164
C 0.575 -1.321 -3.275
C 4.924 -1.225 -0.419
C -0.418 -0.693 5.029
H -4.233 3.671 -0.469
C 4.770 -2.523 0.035
C -2.092 1.361 0.775
C -0.644 0.384 5.873
H -2.641 -0.671 1.294
H -0.316 -1.691 5.433
C -1.828 -2.513 -2.526
Se -0.494 2.477 -3.077
C -0.694 1.877 3.994
H -5.769 1.746 -0.321
H -1.884 3.436 0.219
H 1.400 -2.754 -0.033
C -0.458 0.795 3.142
C 3.497 -3.064 0.190
C -0.329 -0.494 3.660
H 1.514 -0.863 -3.571
C 2.533 -0.978 -0.548
C -3.874 2.720 -0.100
Se 1.470 5.424 -5.069
H 5.642 -3.121 0.261
C -4.737 1.638 -0.014
C 2.383 -2.300 -0.108
H -4.971 -0.418 0.559
C -2.972 0.276 0.882
H -0.808 2.883 3.605
H 5.915 -0.810 -0.548
N 0.223 -0.217 0.666
H -1.541 -1.560 -0.622
C 3.807 -0.450 -0.711
C -1.144 -1.714 -1.616
*
```

Löwdin population analysis, charges in e, atoms 1 to 2: -0.0469, 0.0636


(2)
Computed, not measured: C24H22BBr2F8LuN3PSSb as an isolated structure, with wB97M-V/def2-TZVPD.

Properties
energy relative to the best compared isomer or geometry (same formula, charge and spin)	61.5	kJ/mol
LUMO level (spin up / spin down)	-0.45 / -0.50	eV
Kohn-Sham gap (spin up / spin down)	0.2732 / 0.2718	Eh
<S²>	0.755

```
! RIJCOSX wB97M-V def2-TZVPD def2/J DEFGRID3
* xyz 0 2
Br 1.549 -0.486 3.606
N 0.942 -1.126 0.207
H -4.363 -2.477 -1.484
H 2.360 -2.019 -2.498
H -1.604 3.752 4.452
S 1.865 -3.629 0.932
H -6.313 -3.453 -2.646
H -0.757 3.563 -0.785
F 1.759 2.737 -0.054
H 0.336 -2.703 3.425
C -2.920 2.114 -2.515
H -1.722 4.642 -4.425
C -2.790 3.390 -3.041
C -5.707 -2.705 -3.141
Sb 3.269 2.704 1.140
C -6.034 -2.282 -4.422
H -0.280 2.802 -5.233
P -2.373 -0.567 -2.167
C -0.174 -3.373 -4.258
F 2.962 0.808 1.079
C -1.834 3.645 -4.019
F -0.064 0.778 -0.871
Br -1.624 -0.069 1.917
C -1.026 2.612 -4.471
C -5.258 -1.314 -5.049
H -0.404 -1.581 4.788
H -6.894 -2.700 -4.930
C -1.332 3.490 2.356
H -0.537 0.533 -4.323
H -0.248 2.710 4.009
H -5.513 -0.978 -6.047
C -0.980 -1.566 -2.847
N -2.039 4.582 1.998
C -3.813 -1.196 -3.114
B 0.817 -0.397 -1.224
N -0.751 2.978 1.291
C -4.153 -0.780 -4.401
H 1.933 -3.788 -4.153
H -2.205 -2.728 -4.179
C -4.608 -2.158 -2.491
C -1.271 2.986 3.752
C -2.118 1.064 -2.970
F 2.039 0.212 -1.428
C 0.320 -1.374 -2.359
C -1.902 4.778 0.637
C -1.206 -2.567 -3.791
H -3.550 -0.029 -4.900
H -2.377 5.590 0.116
H -2.577 5.148 2.630
C 1.115 -3.177 -3.793
F 4.472 2.684 -0.245
C -1.172 1.329 -3.956
Lu 0.682 1.043 1.057
F 3.170 4.530 1.320
H -3.649 1.925 -1.734
H -3.427 4.190 -2.681
C 1.343 -2.213 0.506
C 0.235 -1.764 3.942
H -0.384 -4.146 -4.988
F 1.813 2.489 2.416
F 4.490 2.451 2.491
C -1.097 3.778 0.215
C 1.347 -2.181 -2.854
H -1.893 2.098 3.858
*
```

Löwdin population analysis, charges in e, atoms 1 to 2: 0.6739, 0.0182


(3)
Computed, not measured: C24H22BCrN6O2PS as an isolated structure, with wB97M-V/def2-TZVPD.

Properties
LUMO level (spin up / spin down)	-0.21 / -0.56	eV
Kohn-Sham gap (spin up / spin down)	0.2742 / 0.2377	Eh
<S²>	2.443

```
! RIJCOSX wB97M-V def2-TZVPD def2/J DEFGRID3
* xyz 0 3
C -3.548 -2.538 1.914
N 0.455 0.333 1.386
C -5.686 4.351 2.588
N 0.470 -0.488 2.433
C -4.457 4.747 2.085
H -0.105 2.364 3.868
H -5.505 1.034 1.937
H -3.783 -3.476 1.432
P -2.636 1.359 0.865
H -0.721 -4.283 2.253
H 3.705 -2.570 2.883
C -2.052 0.218 -1.432
H -7.021 2.713 2.917
H -6.347 5.080 3.036
H -3.296 1.979 -1.388
H -3.358 -1.488 0.065
H 0.223 -0.277 4.517
S 1.917 -0.934 -3.606
H -2.633 4.088 1.168
C -5.208 2.073 1.979
C 0.256 0.205 3.561
H 5.550 -1.645 1.094
N 2.335 -1.736 1.519
C -3.475 -2.471 3.294
H -2.782 0.822 3.615
C -3.064 -0.188 1.749
C -6.060 3.018 2.526
H -4.158 5.784 2.125
N 0.053 -2.618 1.211
C -2.994 -0.130 3.143
H -4.188 0.502 -0.951
H -1.924 -4.811 -0.128
H 0.188 2.396 1.158
C -3.202 -1.260 3.910
C -1.273 -4.000 0.117
C 3.562 -2.039 1.963
C 0.101 1.535 3.223
O -2.167 -0.664 -2.259
N -0.061 -2.150 -0.036
H -3.606 -3.364 3.889
C 3.715 -0.958 0.060
H -3.147 -1.199 4.989
B 0.968 -1.918 2.214
C -3.228 1.018 -0.865
C -3.605 3.802 1.549
N 2.422 -1.073 0.356
H 4.031 -0.457 -0.837
C -0.671 -3.741 1.331
H 1.052 -2.515 3.229
C -3.966 2.460 1.494
C -3.330 -1.409 1.141
O -0.937 0.561 -0.884
C 4.484 -1.563 1.052
H -1.082 -2.766 -1.747
C 1.267 -0.772 -2.212
Cr 0.706 -0.362 -0.488
C -0.855 -2.964 -0.716
C 0.239 1.561 1.835
*
```

Löwdin population analysis, charges in e, atoms 1 to 2: -0.0976, -0.0641


(4)
Computed, not measured: C24H22BIN5O2PtS3 as an isolated structure, with wB97M-V/def2-TZVPD.

Properties
energy relative to the best compared isomer or geometry (same formula, charge and spin)	81.1	kJ/mol
LUMO level (spin up / spin down)	2.16 / 2.16	eV
Kohn-Sham gap (spin up / spin down)	0.1986 / 0.2494	Eh
<S²>	2.010

```
! RIJCOSX wB97M-V def2-TZVPD def2/J DEFGRID3
* xyz -1 3
C 2.204 -0.282 2.871
C 0.821 -4.844 -0.787
C 4.207 0.834 -2.730
C -2.973 -1.614 -0.110
C 0.145 -3.697 -1.280
H 2.750 3.041 1.818
H 1.614 -4.662 -0.094
H -1.946 4.052 2.715
C -3.532 1.570 1.546
I -0.809 -8.180 -2.996
H -3.806 -0.432 2.342
N -3.138 -0.221 0.317
H 0.706 4.051 3.258
C 2.154 0.291 0.544
H -3.988 -2.088 -0.315
H -1.887 -5.287 -3.561
H -3.475 4.266 0.315
H -2.379 -1.673 -1.034
C -3.501 0.213 1.543
H 2.734 -0.595 3.763
C 0.861 0.079 2.978
H 0.321 0.040 3.884
H -3.809 2.263 2.296
H 2.796 4.641 1.098
H 3.855 -0.532 1.564
S 0.309 3.648 -1.486
C 0.197 3.859 2.336
C 2.845 -0.161 1.661
N 0.831 0.578 0.643
C -0.437 -6.288 -2.239
S -2.337 0.773 -2.061
C 2.887 1.145 -2.954
H -1.315 -2.958 -2.641
H -2.485 3.497 -1.159
S 4.423 0.370 -1.127
N -1.294 3.761 0.719
H 1.080 -6.938 -0.806
O -0.056 -1.357 -1.338
H 2.509 3.137 0.039
O 1.205 -2.305 0.310
C 1.992 0.921 -1.832
C -2.847 0.884 -0.445
C 0.540 -6.100 -1.244
C 0.221 0.494 1.815
C 2.744 0.550 -0.741
C -0.825 -3.891 -2.231
H -2.511 -2.202 0.665
C 2.313 3.691 0.993
N -3.122 1.989 0.317
C -0.038 3.750 0.154
C -1.112 3.889 2.065
C 0.477 -2.328 -0.728
H -0.813 0.726 1.787
B -2.634 3.442 -0.011
H 2.508 1.588 -3.892
H 5.067 0.832 -3.367
C -1.155 -5.189 -2.755
N 0.890 3.841 1.147
Pt 0.019 1.113 -1.537
*
```

Löwdin population analysis, charges in e, atoms 1 to 2: -0.0656, -0.0257


(5)
Computed, not measured: C24H22Cl3FeI2N3O2 as an isolated structure, with wB97M-V/def2-TZVPD.

Properties
energy relative to the best compared isomer or geometry (same formula, charge and spin)	0.0	kJ/mol
LUMO level (spin up / spin down)	0.25 / 0.25	eV
Kohn-Sham gap (spin up / spin down)	0.2814 / 0.2780	Eh

```
! RIJCOSX wB97M-V def2-TZVPD def2/J DEFGRID3
* xyz 0 1
H 3.869 3.773 3.131
C 2.077 1.685 1.081
H -0.418 -4.880 1.382
H 0.093 1.006 -2.193
H -1.788 -3.189 -5.257
Cl 1.642 -1.746 -1.099
C -1.589 3.829 0.767
C 3.462 3.374 2.212
H 0.155 3.582 -1.239
H -1.430 4.775 0.266
C 0.147 -3.576 3.768
H 2.357 0.873 -1.733
H 2.014 2.533 -2.234
C -2.228 3.766 1.993
C 0.166 -3.428 -4.396
H -0.042 -4.398 4.459
H -2.157 -4.559 1.350
H 3.409 3.929 -1.120
O -1.137 -0.771 -1.517
C -2.326 -3.081 3.666
C 3.744 3.971 0.993
C -1.882 1.413 1.963
Fe -0.070 0.000 -0.015
O 1.334 0.633 1.186
H -3.190 -2.933 3.018
C 1.846 1.793 -1.445
C -2.380 2.531 2.604
H -1.458 -5.518 2.664
C -0.724 -1.609 -2.403
H -1.953 0.430 2.411
H -2.858 2.432 3.567
C -1.290 -4.669 2.001
I 2.158 1.381 4.072
H 2.019 -3.475 -3.314
N -1.278 1.469 0.777
Cl 0.709 -4.533 -5.622
I 4.976 5.660 0.916
C 3.197 3.455 -0.169
H -2.178 -2.184 4.268
H -2.538 -3.913 4.340
C -1.542 -2.026 -3.484
C -1.128 2.658 0.186
H 1.043 -3.805 3.191
N -0.576 -1.426 1.225
C 0.566 -2.187 -2.408
C -0.803 -2.289 1.940
C -0.441 2.671 -1.156
C 2.640 2.266 2.243
H -1.200 2.701 -1.940
C 2.379 2.336 -0.144
C 1.018 -3.071 -3.369
H -2.590 4.666 2.470
Cl -3.145 -1.375 -3.568
C -1.119 -2.908 -4.456
C -1.071 -3.409 2.849
H 0.331 -2.670 4.345
N 0.409 1.483 -1.354
*
```

Löwdin population analysis, charges in e, atoms 1 to 2: 0.0779, -0.4370


(6)
Computed, not measured: a 2-piece molecular cluster, C24H22F3N2O6S3 overall, with wB97M-V/def2-TZVPD.

Properties
energy relative to the best compared isomer or geometry (same formula, charge and spin)	41.5	kJ/mol
LUMO level	1.48	eV
Kohn-Sham gap	0.1572	Eh

```
! RIJCOSX wB97M-V def2-TZVPD def2/J DEFGRID3
* xyz -1 1
H -6.599 0.587 -2.569
H 3.958 -2.367 3.224
C -1.786 1.132 -0.641
H 0.662 4.337 -0.275
C -0.468 -2.025 0.075
C 3.933 -1.279 -1.750
S 1.094 -2.036 3.715
C 4.335 -4.498 3.251
C -1.208 2.483 -0.619
C 2.642 -0.269 -0.007
S -0.330 -0.515 1.105
O -0.260 -2.526 3.746
C 3.540 -3.357 3.358
H 0.976 0.899 -0.629
C 1.936 -0.049 -2.306
C 3.752 -1.007 -0.392
H 5.393 -4.402 3.019
C 2.183 -3.488 3.618
C 1.781 0.252 -0.962
C -5.151 1.863 -1.575
F 0.736 -2.524 -0.290
C 3.775 -5.759 3.466
C -6.613 3.993 -2.663
H -7.133 4.828 -3.134
C 0.533 3.921 -1.279
F -1.163 -1.729 -1.074
H 1.215 0.336 -3.024
C 2.425 -5.875 3.809
C -5.569 4.249 -1.764
H 2.688 3.833 -1.363
O 3.510 -0.419 2.443
F -1.150 -2.985 0.731
N 1.070 -0.911 2.067
N -3.067 1.091 -0.672
C -4.838 3.189 -1.229
O -1.802 3.476 -0.234
H 0.574 -4.817 4.177
O 1.954 1.459 1.838
H -3.981 3.380 -0.579
C 1.837 3.918 -2.044
H 1.916 4.877 -2.557
H 3.174 -1.036 -3.765
H 1.915 3.132 -2.797
H -1.171 0.313 -1.004
C 1.622 -4.734 3.895
H -4.569 -0.218 -1.257
O 0.026 2.566 -1.168
H -0.222 4.490 -1.828
H 4.396 -6.653 3.390
C -6.995 2.675 -2.943
H 4.805 -1.849 -2.062
H -5.297 5.267 -1.482
H -7.847 2.472 -3.596
O 1.586 -1.136 4.720
C -4.226 0.820 -1.137
H 4.414 -1.392 0.374
C -6.291 1.614 -2.384
C 3.021 -0.827 -2.707
S 2.376 0.086 1.724
H 1.986 -6.852 4.018
*
```

Löwdin population analysis, charges in e, atoms 1 to 2: 0.0926, 0.0915


(7)
Computed, not measured: C24H22F5N3O3Pd as an isolated structure, with wB97M-V/def2-TZVPD.

Properties
energy relative to the best compared isomer or geometry (same formula, charge and spin)	100.5	kJ/mol
LUMO level (spin up / spin down)	-0.39 / -0.28	eV
Kohn-Sham gap (spin up / spin down)	0.2520 / 0.2540	Eh

```
! RIJCOSX wB97M-V def2-TZVPD def2/J DEFGRID3
* xyz 0 1
F -2.557 -3.349 7.296
C -1.782 0.814 4.349
N -1.555 -0.427 3.614
O 3.214 0.437 0.785
F -0.630 -5.045 3.357
C -1.566 -1.626 4.240
C -1.791 -0.186 -4.280
H 0.320 2.570 1.488
H 4.272 1.749 -3.123
C 2.850 0.625 -5.314
N -1.553 1.867 2.105
C -2.062 -1.903 5.533
H -3.165 1.919 0.777
H -0.963 2.666 0.265
C -1.096 -2.765 3.554
C 1.644 -0.114 -5.860
O 1.265 -0.196 1.663
H -0.942 3.830 1.613
H -1.553 2.939 3.939
C 1.450 0.057 -0.715
H 2.623 1.685 -5.171
C -2.978 2.083 1.837
H -1.574 -5.262 5.798
C 0.841 -0.032 -3.470
O -0.915 0.016 -0.311
N 2.155 0.060 -3.028
H -1.279 0.824 5.318
H 5.008 0.214 -2.639
C -1.574 -4.272 5.370
H 3.416 0.175 -1.384
F -0.632 -2.606 2.290
C -1.215 1.973 3.541
C -1.102 -4.029 4.095
C -1.529 -0.123 -2.944
H 1.925 -1.147 -6.089
C 0.084 0.003 -1.087
H 1.295 0.330 -6.793
C 0.539 -0.111 -4.848
H -1.043 -0.228 -6.284
H 3.687 0.564 -6.011
F -3.063 -0.256 -4.713
Pd -0.950 -0.194 1.745
F -2.618 -0.926 6.285
H -3.573 1.376 2.411
C -0.193 -0.044 -2.522
H -2.321 -0.138 -2.211
H 3.529 -1.035 -4.148
H -2.848 0.965 4.551
C -0.733 2.794 1.321
H -3.274 3.106 2.102
H 5.245 0.818 -4.267
C 2.391 0.096 -1.712
C 3.290 0.023 -3.988
H -0.126 1.942 3.596
C -2.057 -3.179 6.061
C 4.521 0.740 -3.457
C 2.029 0.114 0.705
C -0.778 -0.179 -5.236
*
```

Löwdin population analysis, charges in e, atoms 1 to 2: 0.0875, -0.2125


(8)
Computed, not measured: C24H22FeN5O9 as an isolated structure, with wB97M-V/def2-TZVPD.

Properties
energy relative to the best compared isomer or geometry (same formula, charge and spin)	97.2	kJ/mol
LUMO level (spin up / spin down)	0.90 / 0.89	eV
Kohn-Sham gap (spin up / spin down)	0.1708 / 0.1692	Eh
<S²>	6.011

```
! RIJCOSX wB97M-V def2-TZVPD def2/J DEFGRID3
* xyz -1 5
C 5.789 13.855 20.203
C 10.164 6.322 14.012
C 13.635 9.257 14.078
H 6.942 9.053 12.100
H 4.039 13.753 18.984
C 11.028 9.983 10.441
O 6.769 15.801 6.985
N 7.739 8.731 11.559
H 8.770 12.314 19.523
C 6.825 15.319 9.260
H 5.232 12.347 17.147
H 12.094 10.342 10.228
H 6.750 13.577 7.969
H 13.647 8.727 11.929
O 9.282 7.286 14.558
C 11.581 10.149 15.040
O 7.154 11.696 15.924
N 9.616 11.051 16.142
O 8.026 9.154 14.283
H 11.205 6.629 14.154
H 7.744 13.888 21.108
Fe 8.319 11.347 14.210
H 10.019 5.428 14.665
O 7.898 13.301 13.594
C 7.793 11.778 17.012
C 7.711 12.631 19.432
H 13.336 9.680 16.209
C 6.788 13.933 9.013
C 7.069 13.617 11.391
C 7.071 15.878 10.517
C 13.062 9.067 12.832
C 8.587 8.148 13.764
O 10.139 11.106 13.272
H 6.981 12.012 9.917
H 10.465 10.910 10.809
H 5.365 14.551 20.903
C 7.123 13.461 20.349
H 10.578 9.563 9.534
H 10.038 6.099 12.940
C 6.945 13.107 10.066
H 14.704 9.054 14.329
N 6.853 16.228 8.151
C 10.847 10.523 16.174
O 11.091 9.036 11.485
C 12.895 9.657 15.169
H 7.201 16.998 10.553
N 8.549 7.908 12.422
C 11.070 10.271 13.621
C 11.752 9.452 12.587
H 7.066 15.373 12.681
C 7.490 12.779 12.470
C 5.060 13.407 19.106
H 9.051 7.135 12.046
O 7.079 17.440 8.407
C 7.084 15.021 11.638
H 11.275 10.490 17.221
C 7.072 12.299 18.236
H 8.315 9.532 11.429
O 7.352 11.532 12.303
C 5.691 12.646 18.072
N 9.077 11.404 17.280
*
```

Löwdin population analysis, charges in e, atoms 1 to 2: -0.1164, -0.0570